(1)
ORCA calculation (ωB97M-V with the def2-TZVPD basis set) on a structure of composition C5H10DyO4.

XYZ file:
```
20
Properties=species:S:1:pos:R:3:lowdin_spin:R:1
O 0.9409 1.8759 -0.9427 0.0325
C 2.0433 1.0026 -0.9568 0.0032
C 2.1433 0.0824 0.1411 0.0033
O 1.3026 -1.4120 0.3141 0.0028
C 0.0373 -1.4582 -0.3106 0.0005
C -1.1180 -1.0091 0.5792 0.0033
O -1.4298 0.3826 0.5099 0.0533
C -2.3293 0.7097 -0.5382 0.0147
H 3.0006 1.5623 -1.0256 0.0009
H 3.1635 -0.2775 0.3331 0.0004
H -0.1396 -2.5098 -0.5785 0.0001
H 0.0410 -0.8343 -1.2207 0.0002
H -2.0259 -1.5819 0.3379 0.0004
H -0.8515 -1.1999 1.6281 0.0008
H -2.5056 1.7912 -0.4880 0.0111
H -1.8994 0.4573 -1.5186 0.0004
H -3.2787 0.1724 -0.3967 0.0002
Dy 0.1038 2.2371 0.9798 5.8187
O 1.5480 0.5552 1.4131 0.0506
H 1.2537 -0.5460 1.7401 0.0025
```

Properties
HOMO (spin up / spin down), eV: -5.11 / -5.13
Electronic energy, eV: -37615.248
LUMO energy (spin up / spin down), eV: -0.183 / -1.052
F_max, eV/Å: 4.485
Multiplicity: 7
Molar mass, g mol⁻¹: 296.6

=====

(2)
ORCA calculation (ωB97M-V with the def2-TZVPD basis set) on a structure of composition C26H56BrInN2O5P.

XYZ file:
```
92
Properties=species:S:1:pos:R:3:lowdin_spin:R:1
C 2.7338 -4.1042 -2.0359 0.0000
C 3.7018 -2.9964 -1.6202 0.0000
C 3.1573 -1.5621 -1.4315 0.0000
Br 1.1883 -1.4495 -1.4319 0.0000
In 3.9231 -0.5910 0.4336 0.0000
C 3.0736 1.4129 0.6816 0.0000
C 3.8569 2.2930 1.6593 0.0000
C 3.7789 1.8518 3.1231 0.0000
C 2.3871 2.1098 3.7014 0.0001
C 4.8369 2.5680 3.9581 0.0000
P 3.2172 -2.1782 2.3390 0.0000
O 3.5907 -1.7664 3.7173 0.0000
O 3.8364 -3.6902 2.0710 0.0000
O 1.6126 -2.5522 2.2440 -0.0001
H 3.2420 -5.0714 -2.0109 0.0000
H 2.3576 -3.9493 -3.0485 0.0000
H 1.8735 -4.1551 -1.3683 0.0000
H 4.2215 -3.3227 -0.7136 0.0000
H 4.4762 -2.9324 -2.3917 0.0000
H 3.4400 -0.9466 -2.2840 0.0000
H 5.6732 -0.5206 0.3668 0.0000
H 3.1166 1.8650 -0.3162 0.0000
H 2.0127 1.3824 0.9480 0.0000
H 3.5039 3.3362 1.6121 0.0000
H 4.9119 2.3183 1.3612 0.0000
H 3.9759 0.7752 3.1770 0.0000
H 1.6560 1.3713 3.3728 0.0000
H 2.0355 3.1039 3.4041 0.0000
H 2.4092 2.0779 4.7946 0.0000
H 4.8694 2.1672 4.9736 0.0000
H 5.8302 2.4592 3.5180 0.0000
H 4.6144 3.6390 4.0294 0.0000
H 3.3192 -4.1459 1.3874 0.0000
H 1.4020 -3.1667 2.9676 0.0000
C -1.6789 -1.6964 3.9865 0.0046
C -1.6578 -0.1767 3.7537 0.0242
C -0.8938 0.5424 4.8734 0.0172
C -1.6440 0.5808 6.2012 0.0010
C -3.0438 1.1639 6.0248 0.0167
C -3.8674 0.4423 4.9501 0.0248
N -3.0432 0.4019 3.6943 0.3932
O -3.1593 1.4433 2.9572 0.5083
C -4.2761 -0.9565 5.4145 0.0040
C -5.1420 1.2224 4.6476 -0.0015
C -0.9648 0.0691 2.4211 -0.0013
H -1.6465 -1.9714 5.0396 0.0000
H -2.5597 -2.1522 3.5344 0.0015
H -0.7978 -2.1263 3.5113 -0.0002
H -0.6884 1.5668 4.5486 0.0014
H 0.0742 0.0477 4.9884 0.0019
H -1.6983 -0.4174 6.6451 0.0003
H -1.0851 1.1963 6.9090 0.0007
H -3.6020 1.1278 6.9655 0.0021
H -2.9598 2.2166 5.7381 0.0016
H -4.7337 -1.5133 4.5957 0.0013
H -5.0162 -0.8503 6.2095 -0.0004
H -3.4534 -1.5427 5.8101 0.0000
H -4.9271 2.2536 4.3836 -0.0004
H -5.7786 1.2061 5.5350 -0.0004
H -5.6850 0.7656 3.8194 0.0000
H -1.5086 -0.4057 1.6032 0.0001
H 0.0293 -0.3786 2.4709 -0.0004
H -0.8555 1.1259 2.1918 -0.0004
C -2.1299 2.2067 -6.7627 0.0047
C -2.0739 0.6997 -7.0528 0.0244
C -3.0471 -0.0789 -6.1556 0.0167
C -2.5985 -0.1593 -4.6990 0.0009
C -1.1826 -0.7176 -4.5859 0.0174
C -0.1624 0.0553 -5.4274 0.0248
N -0.6967 0.1392 -6.8305 0.3965
O -0.4081 -0.8661 -7.5709 0.5046
C 0.1053 1.4366 -4.8236 0.0039
C 1.1630 -0.6913 -5.4615 -0.0014
C -2.4313 0.4862 -8.5202 -0.0015
H -2.3935 2.4328 -5.7320 0.0001
H -1.1768 2.6848 -6.9862 0.0016
H -2.8898 2.6615 -7.3990 -0.0003
H -3.1427 -1.0927 -6.5568 0.0015
H -4.0312 0.3937 -6.2331 0.0020
H -2.6630 0.8221 -4.2214 0.0003
H -3.2839 -0.8067 -4.1486 0.0007
H -0.8381 -0.7032 -3.5502 0.0019
H -1.1844 -1.7637 -4.9071 0.0015
H 0.7259 2.0352 -5.4925 0.0012
H 0.6489 1.2923 -3.8894 -0.0003
H -0.7934 1.9988 -4.5897 0.0000
H 1.0489 -1.7192 -5.7948 -0.0004
H 1.5683 -0.6994 -4.4488 -0.0004
H 1.8742 -0.1953 -6.1242 0.0001
H -1.7088 0.9827 -9.1696 0.0000
H -3.4178 0.9184 -8.6998 -0.0004
H -2.4524 -0.5680 -8.7788 -0.0004
```

Properties
HOMO (spin up / spin down), eV: -5.24 / -5.24
Electronic energy, eV: -125593.896
LUMO energy (spin up / spin down), eV: 2.389 / 2.372
F_max, eV/Å: 0.487
Multiplicity: 3
Molar mass, g mol⁻¹: 702.4
Net charge: -1